Entry from the OMol25 dataset: an isolated molecule of C3H8N2O2 (wB97M-V/def2-TZVPD).

Calculated values
HOMO-LUMO gap: 10.4 eV
Energy above the lowest of the compared OMol25 structures with the same formula, charge and spin: 21.7 kJ/mol
DFT total energy: -10316.7269 eV
SMILES string: NC(=O)NCCO
HOMO level: -0.359 hartree
Largest force on an atom: 0.43 eV Å⁻¹
Lowest unoccupied orbital energy: 0.6490 eV

```
! RIJCOSX wB97M-V def2-TZVPD def2/J DEFGRID3
* xyz 0 1
N -1.1031 -1.3039 1.9751
C -0.6122 -0.9315 0.7383
O -0.1962 -1.7617 -0.0665
N -0.6425 0.4085 0.4833
C -0.2699 0.9405 -0.8245
C 1.2329 0.8649 -1.1042
O 1.6583 -0.3803 -1.5865
H -0.8662 -2.2585 2.2052
H -0.9770 -0.6553 2.7390
H -1.2155 0.9850 1.0789
H -0.5931 1.9860 -0.8365
H -0.8050 0.4079 -1.6209
H 1.7640 1.1586 -0.1816
H 1.4845 1.6036 -1.8745
H 1.1410 -1.0640 -1.1247
*
```

natural (NBO) atomic charge list, values in e, 8 entries:
1. N -0.840
2. C 0.787
3. O -0.681
4. N -0.637
5. C -0.251
6. C -0.065
7. O -0.735
8. H 0.403